(1)
DFT (the ωB97M-V functional and the def2-TZVPD basis) results for the molecule C5H8O3 at a distorted geometry.

CARTESIAN COORDINATES (ANGSTROEM)
C1 0.3899 -0.9120 -0.2550
C2 -0.3035 -1.6856 -1.3196
C3 -0.1994 1.3855 -0.0371
C4 -0.2530 -0.2890 0.8362
C5 0.3766 0.6072 1.7852
O1 1.7066 -0.8286 -0.3526
O2 -1.4705 1.7984 -0.2349
O3 0.7469 1.9298 -0.5407
H1 2.0083 -0.1998 0.3497
H2 -1.4536 2.6010 -0.7841
H3 -1.2905 -0.5577 0.9971
H4 -1.3725 -1.7369 -1.1194
H5 0.1051 -2.6994 -1.3239
H6 -0.1444 -1.2692 -2.3204
H7 1.4327 0.8579 1.7666
H8 -0.2787 0.9983 2.5529

Calculated values
Multiplicity: 1
Lowest unoccupied orbital energy (spin up / spin down) (eV): 0.3708 / 0.3709
Relative energy (zero: lowest compared OMol25 entry of this formula, charge and spin) (kJ/mol): 391.05
Energy (a.u.): -420.90712
Largest force on an atom (hartree/bohr): 0.0518
HOMO energy (spin up / spin down) (eV): -6.74 / -6.74



(2)
DFT (the ωB97M-V functional and the def2-TZVPD basis) results for the molecule C5H8O3 at a distorted geometry.

CARTESIAN COORDINATES (ANGSTROEM)
C1 1.9191 -0.3669 1.5005
C2 -0.0201 -0.3684 0.2416
C3 -1.5053 1.2811 0.0291
C4 -1.7999 0.4196 -0.9881
C5 -0.6474 -0.5597 -1.1779
H1 2.9833 -0.0894 1.3940
H2 1.8805 -1.4302 1.9767
H3 1.2470 0.3492 2.0262
H4 -0.3935 -0.9864 1.0420
H5 -2.0230 2.1979 0.3584
H6 -2.6214 0.4564 -1.6847
H7 -1.1311 -1.5479 -1.3520
H8 0.7016 0.5053 -1.9605
O1 1.3355 -0.5204 0.1592
O2 -0.2801 1.0181 0.6095
O3 0.3549 -0.3582 -2.1741

Calculated values
Multiplicity: 1
Lowest unoccupied orbital energy (eV): 0.9249
SMILES: CO[C@H]1OC=C[C@H]1O
Relative energy (zero: lowest compared OMol25 entry of this formula, charge and spin) (kJ/mol): 238.94
Energy (a.u.): -420.96506
Largest force on an atom (hartree/bohr): 0.0407
HOMO energy (eV): -9.04



(3)
DFT (the ωB97M-V functional and the def2-TZVPD basis) results for C5H8O3Pm as an isolated structure at a distorted geometry.

CARTESIAN COORDINATES (ANGSTROEM)
O1 -1.5305 1.2555 -1.7360
C1 -2.9013 0.3719 -0.4674
C2 -2.3149 -0.5322 0.2232
O2 -0.9605 -0.8409 0.1276
C3 -0.2735 -1.1517 1.3487
C4 1.1461 -1.4937 0.9675
O3 1.6309 -0.4592 0.1055
C5 3.0432 -0.4914 -0.0999
Pm1 0.1857 0.4194 -1.4414
H1 -3.9125 0.7632 -0.5471
H2 -0.7606 -2.0060 1.8366
H3 -0.3086 -0.2787 2.0154
H4 1.2024 -2.4543 0.4343
H5 1.7684 -1.5427 1.8717
H6 3.2908 0.2980 -0.8169
H7 3.5540 -0.3045 0.8534
H8 3.3408 -1.4694 -0.5028

Calculated values
Multiplicity: 5
Lowest unoccupied orbital energy (spin up / spin down) (eV): -4.7343 / -4.6511
Expectation value of S²: 6.014
Relative energy (zero: lowest compared OMol25 entry of this formula, charge and spin) (kJ/mol): 437.43
Total charge: +1
Energy (a.u.): -1028.97964
Largest force on an atom (hartree/bohr): 0.0866
HOMO energy (spin up / spin down) (eV): -11.57 / -11.60



(4)
DFT (the ωB97M-V functional and the def2-TZVPD basis) results for C5H8O3Sn as an isolated structure at a distorted geometry.

CARTESIAN COORDINATES (ANGSTROEM)
O1 -2.1682 0.0227 0.0659
C1 -3.3513 0.3167 -0.0385
C2 -4.4076 -0.1294 0.9183
H1 -3.7262 0.7684 -0.9834
H2 -5.2925 0.5129 0.7923
H3 -4.7233 -1.1520 0.6572
H4 -4.0563 -0.0951 1.9561
O2 1.5601 -0.2529 0.0809
O3 0.9425 1.8437 -0.3539
C3 3.0050 0.0941 0.0870
C4 3.7159 -0.9349 -0.7762
C5 0.5753 0.6381 -0.1433
H5 3.3084 -0.0715 1.1355
H6 4.8054 -0.7983 -0.6906
H7 3.4895 -1.9735 -0.4710
H8 3.4559 -0.8423 -1.8416
Sn1 2.8674 2.0535 -0.3945

Calculated values
Multiplicity: 1
Lowest unoccupied orbital energy (eV): -0.9335
Energy (a.u.): -635.18906
Largest force on an atom (hartree/bohr): 0.0916
HOMO energy (eV): -7.64



(5)
DFT (the ωB97M-V functional and the def2-TZVPD basis) results for a 2-piece molecular cluster, C5H8O4 overall at a distorted geometry.

CARTESIAN COORDINATES (ANGSTROEM)
C1 -1.0349 2.0683 0.8557
C2 -2.4558 1.3447 0.7994
O1 -2.8326 0.9474 1.8579
O2 -3.0301 1.3385 -0.3741
H1 -0.7701 2.5482 -0.0553
H2 -0.4100 1.1109 0.9956
H3 -0.9965 2.6963 1.7865
C3 0.5820 -1.2106 -0.7863
C4 1.5719 -0.1756 -0.3834
C5 1.2863 -2.6352 -0.5981
O3 0.5847 -3.4857 -0.1151
O4 2.3436 -2.6246 -1.3412
H4 -0.2239 -1.1633 -0.0682
H5 0.2539 -1.0950 -1.8553
H6 1.4090 0.7276 -0.9100
H7 2.6097 -0.6431 -0.3993
H8 1.1129 0.2513 0.5914

Calculated values
Multiplicity: 1
Lowest unoccupied orbital energy (eV): 6.6153
Relative energy (zero: lowest compared OMol25 entry of this formula, charge and spin) (kJ/mol): 166.75
Total charge: -2
Energy (a.u.): -496.26233
Largest force on an atom (hartree/bohr): 0.1144
HOMO energy (eV): -1.08



(6)
DFT (the ωB97M-V functional and the def2-TZVPD basis) results for the molecule C5H8O4 at a distorted geometry.

CARTESIAN COORDINATES (ANGSTROEM)
C1 -1.3988 -2.0790 0.7476
C2 -0.8346 -1.4081 -0.4874
C3 -0.6839 -0.1385 -0.4837
C4 0.0970 1.5221 0.7753
C5 1.5805 1.2678 0.2335
O1 -0.8973 0.6237 0.6622
O2 -0.2425 0.6306 -1.5444
O3 -0.0212 2.4686 1.5103
O4 2.1283 2.0696 -0.7539
H1 -2.4889 -2.1517 0.5366
H2 -1.0117 -1.6072 1.6819
H3 -0.6036 -1.9889 -1.3080
H4 1.7856 0.2160 0.0547
H5 2.1846 1.6149 1.1815
H6 -0.0833 0.0347 -2.2672
H7 -0.9061 -3.0504 0.8676
H8 1.3959 1.9757 -1.4065

Calculated values
Multiplicity: 1
Lowest unoccupied orbital energy (eV): 0.3128
SMILES: C/C=C(/O)OC(=O)CO
Relative energy (zero: lowest compared OMol25 entry of this formula, charge and spin) (kJ/mol): 245.56
Energy (a.u.): -496.20912
Largest force on an atom (hartree/bohr): 0.0805
HOMO energy (eV): -9.56